# 1
Molecular formula: C6H15N2PS2
Method: DFT, ωB97M-V/def2-TZVPD

Element x y z (Å)
C  2.96721  -0.53236  -0.68492
C  2.53204  0.91840  -0.77669
C  1.85449  -1.49423  -0.61224
C  1.45108  1.28123  0.19506
C  0.86796  -1.07576  0.50242
C  0.24672  0.29134  0.25348
N  -4.15791  0.73084  -1.49252
N  -3.67876  -0.90907  0.46256
P  -4.53455  0.48865  0.00878
S  -5.72894  0.79192  1.50813
S  -1.01871  0.73697  1.44152
H  3.72817  -0.75871  -1.45697
H  3.39404  -0.59657  0.30964
H  3.33471  1.56297  -0.43847
H  2.14054  1.17484  -1.80618
H  1.28919  -1.46291  -1.61754
H  2.21863  -2.54049  -0.31903
H  1.93387  1.29875  1.15385
H  1.08999  2.29030  -0.02797
H  0.17467  -1.94435  0.53017
H  1.31214  -1.13109  1.51260
H  -0.26862  0.21883  -0.65812
H  -4.62169  1.52942  -1.90373
H  -2.99399  -1.18684  -0.08417
H  -3.63286  -1.22939  1.46618
H  0.10059  1.54730  2.53416

As for the energy relative to the best compared isomer or geometry (same formula, charge and spin): 2.451 eV. Its molar mass is 210.3 Da. As for the electronic energy: -1484.80510 a.u. The calculation puts the HOMO energy at -9.11 eV.

# 2
Molecular formula: C6H15N3
Method: DFT, ωB97M-V/def2-TZVPD

Element x y z (Å)
C  1.99590  -0.96993  -0.19975
C  1.12225  -0.12183  0.68556
N  0.22537  -0.76126  1.55686
C  0.99437  1.22406  0.52189
N  1.66309  1.98644  -0.45317
N  0.37626  2.02214  1.49727
H  2.23182  -1.90705  0.30162
H  1.50003  -1.21665  -1.14258
H  2.93283  -0.46671  -0.44103
H  0.39929  -1.75959  1.57711
H  -0.80213  -0.60954  1.13694
H  2.10190  2.80648  -0.05071
H  2.32954  1.46138  -1.00089
H  -0.13204  1.46108  2.16444
H  -0.19696  2.75629  1.10554
C  -1.31899  0.61052  -0.98853
C  -2.00645  -0.34207  -0.32398
C  -2.09594  -1.76354  -0.81992
H  -0.63506  0.35906  -1.78642
H  -1.48232  1.66076  -0.81178
H  -2.84682  -0.03308  0.29289
H  -1.25544  -2.00112  -1.47068
H  -2.07414  -2.46452  0.01621
H  -3.02631  -1.93133  -1.36688

As for the energy relative to the best compared isomer or geometry (same formula, charge and spin): 1.699 eV. Its molar mass is 129.2 Da. The SMILES is CC(N)=C(N)N.C=CC. As for the electronic energy: -401.82482 a.u. The calculation puts the HOMO energy at -6.75 eV.

# 3
Molecular formula: C6H15N3O
Method: DFT, ωB97M-V/def2-TZVPD

Element x y z (Å)
H  -1.72336  -0.35672  2.99455
N  -1.63390  0.39012  2.30477
C  -1.64604  -0.04231  1.10864
C  -1.90563  -1.46132  0.69695
C  -1.32846  0.96518  0.04340
N  -1.49091  0.56786  -1.24936
O  0.38527  1.19454  0.22176
N  0.92879  1.55235  1.47042
H  -0.97220  -1.93155  0.39470
H  -2.58888  -1.49162  -0.14971
H  -2.32156  -2.03376  1.52465
H  -1.72415  1.95137  0.30218
H  -0.68385  -0.19960  -1.52573
H  -1.43816  1.35312  -1.88848
H  0.74732  2.55077  1.58653
H  0.37864  1.08031  2.19553
C  0.77770  -1.14480  -1.64441
C  1.56462  -0.61566  -0.65430
C  2.73064  0.26737  -0.93313
H  0.28031  -2.09252  -1.47854
H  1.04182  -0.94187  -2.67583
H  1.51875  -1.02062  0.35004
H  2.64561  0.74000  -1.91103
H  2.81057  1.04627  -0.17886
H  3.64708  -0.32691  -0.90475

As for the energy relative to the best compared isomer or geometry (same formula, charge and spin): 4.710 eV. Its molar mass is 145.2 Da. The SMILES is [H]/N=C(\C)[C@H](N)ON.C=CC. As for the electronic energy: -476.96794 a.u. The calculation puts the HOMO energy at -8.00 eV.

# 4
Molecular formula: C6H15N4NiO
Method: DFT, ωB97M-V/def2-TZVPD

Element x y z (Å)
C  -0.21531  -0.36505  -3.15375
Ni  -0.34144  -1.32596  -1.52913
N  -0.89450  -2.54340  -0.07028
H  -0.28812  -2.59523  -2.36705
H  -0.11659  -2.67907  0.58725
H  -1.07158  -1.16664  -2.82589
H  0.28141  -0.75606  -4.04078
H  0.53391  -0.19136  -2.34033
H  -0.75964  0.56260  -3.33912
H  -1.64728  -2.03999  0.43335
H  -1.22107  -3.47316  -0.34620
C  -1.60643  2.01506  2.44467
N  -0.50747  1.44854  1.66726
C  0.76997  1.85113  1.91395
C  1.80294  1.29810  1.21097
C  1.50234  0.33644  0.23186
N  0.24306  -0.03474  -0.04121
C  -0.78629  0.45063  0.75546
O  -1.93413  -0.04666  0.67522
N  2.47332  -0.26414  -0.49702
H  -1.49722  1.75095  3.50336
H  -2.54682  1.62000  2.06212
H  -1.59236  3.10676  2.35754
H  0.87727  2.60814  2.68982
H  2.83361  1.57873  1.39432
H  3.44002  -0.06178  -0.30497
H  2.26841  -1.08382  -1.07141

As for the energy relative to the best compared isomer or geometry (same formula, charge and spin): 0.290 eV. Its molar mass is 217.9 Da. The charge is -1. As for the electronic energy: -2040.10134 a.u. Its spin multiplicity is 3. The calculation puts the HOMO energy (alpha / beta) at -0.67 / -3.07 eV.

# 5
Molecular formula: C6H15N5S
Method: DFT, ωB97M-V/def2-TZVPD

Element x y z (Å)
C  0.44948  -0.28368  -0.57506
C  2.16893  1.48003  -0.26152
C  -4.29324  -0.46680  0.01106
C  2.67630  -1.53806  1.55092
C  -3.00180  -0.27274  -0.81011
C  -1.85323  -0.35991  0.21853
N  1.79942  -1.35685  -1.16052
N  0.92096  0.92004  -0.44370
N  3.12709  0.69100  0.10440
N  2.34210  2.80078  -0.34277
N  -0.64081  -0.88608  -0.42298
S  2.95289  -1.15285  -0.20337
H  -4.24404  0.24308  0.78558
H  -5.05377  -0.10048  -0.68391
H  -4.61804  -1.51143  0.24268
H  1.56056  -1.46561  1.55475
H  3.26496  -0.96504  2.15324
H  3.06655  -2.62971  1.63668
H  -3.21977  0.69690  -1.24110
H  -2.56308  -0.84883  -1.68772
H  -1.57005  0.55449  0.63360
H  -2.08256  -1.00076  1.01187
H  0.22080  1.68628  -0.53812
H  4.13678  1.13139  0.15371
H  1.75407  3.45404  -0.73326
H  3.30822  3.04231  -0.32657
H  -0.60876  -1.86150  -0.62632

As for the energy relative to the best compared isomer or geometry (same formula, charge and spin): 3.732 eV. Its molar mass is 189.3 Da. The charge is +2. As for the electronic energy: -908.82670 a.u. The calculation puts the HOMO energy at -17.56 eV.

# 6
Molecular formula: C6H15NO
Method: DFT, ωB97M-V/def2-TZVPD

Element x y z (Å)
C  1.09720  -1.87468  1.59667
C  0.09143  -1.48977  0.54322
N  -0.56809  -0.21720  0.85845
C  -1.81954  0.02136  0.10307
C  -1.71134  1.36438  -0.65014
C  -0.19405  1.75246  -0.59395
C  0.25312  0.98593  0.63279
H  0.60238  -1.85789  2.58408
H  1.78068  -1.06623  1.88288
H  1.55100  -2.80808  1.27828
H  0.56636  -1.58716  -0.43861
H  -0.71952  -2.22779  0.49680
H  -2.58893  0.15186  0.87281
H  -2.15396  -0.74421  -0.59236
H  -2.42897  2.11960  -0.30229
H  -2.05521  1.33967  -1.68329
H  -0.05699  2.82099  -0.46493
H  0.24250  1.37095  -1.51116
H  0.32350  1.54310  1.57905
H  1.30106  0.65678  0.58751
O  2.16074  -0.34572  -1.91409
H  1.43229  -0.36724  -2.56665
H  2.37885  0.55693  -1.64434

As for the energy relative to the best compared isomer or geometry (same formula, charge and spin): 2.010 eV. Its molar mass is 117.2 Da. The SMILES is CCN1CCCC1.O. As for the electronic energy: -367.55743 a.u. The calculation puts the HOMO energy at -8.24 eV.

# 7
Molecular formula: C6H15NO
Method: DFT, ωB97M-V/def2-TZVPD

Element x y z (Å)
C  -1.39248  -0.81011  -2.16764
C  -0.02844  -0.12500  -2.25262
C  1.11650  -0.90597  -1.58708
C  1.61707  -0.29340  -0.30618
C  0.67240  -0.50762  0.86099
C  0.75000  0.14042  2.01036
N  0.00887  -0.13845  3.18023
H  -1.81594  -0.65527  -1.17232
H  -2.08527  -0.35646  -2.88512
H  -1.38066  -1.86323  -2.44332
H  0.17319  0.07554  -3.30833
H  -0.10755  0.86648  -1.79298
H  1.88014  -1.12414  -2.33012
H  0.69643  -1.89376  -1.36308
H  2.58518  -0.69659  0.01010
H  1.82163  0.77946  -0.42305
H  -0.09933  -1.26451  0.71924
H  1.31238  1.06080  2.16912
H  -0.86681  -0.61130  2.99343
H  -0.15262  0.65053  3.79309
O  -1.87900  2.15737  0.36870
H  -2.13479  1.93898  -0.53254
H  -1.92720  1.31481  0.83270

As for the energy relative to the best compared isomer or geometry (same formula, charge and spin): 1.641 eV. Its molar mass is 117.2 Da. The SMILES is CCCC/C=C/N.O. As for the electronic energy: -367.57100 a.u. The calculation puts the HOMO energy at -8.11 eV.

# 8
Molecular formula: C6H15NO
Method: DFT, ωB97M-V/def2-TZVPD

Element x y z (Å)
C  -1.70300  0.00435  0.98895
C  -1.30077  1.47687  0.73218
O  0.03018  1.91951  0.99536
C  -1.51643  -0.25764  2.55971
N  1.06144  -0.06382  -0.54126
C  2.38358  -0.21838  -1.02960
C  0.60774  -0.55718  -1.74652
C  0.48421  -2.09257  -2.11087
H  -1.10866  -0.74323  0.46908
H  -2.78077  -0.11663  0.77478
H  -1.91420  1.95874  1.49986
H  -1.59870  1.86484  -0.23918
H  0.52926  1.12420  0.62073
H  -1.95947  0.58460  3.13836
H  -2.02965  -1.16237  2.88417
H  -0.46529  -0.38780  2.79153
H  3.11458  -0.17338  -0.26597
H  2.54023  -1.26476  -1.36652
H  2.76674  0.40889  -1.87383
H  0.13895  0.23831  -2.39362
H  0.52683  -2.66257  -1.17166
H  1.30675  -2.42818  -2.77625
H  -0.47015  -2.28278  -2.62861

As for the energy relative to the best compared isomer or geometry (same formula, charge and spin): 5.656 eV. Its molar mass is 117.2 Da. As for the electronic energy: -367.42345 a.u. The calculation puts the HOMO energy at -8.30 eV.

# 9
Molecular formula: C6H15NO2
Method: DFT, ωB97M-V/def2-TZVPD

Element x y z (Å)
C  0.20445  0.58986  0.76645
C  -1.79407  -0.81411  -0.31264
C  0.33784  -0.53375  -0.08252
C  2.21080  1.06019  0.68618
C  -2.70853  -0.84424  0.88016
C  0.74723  -0.42266  -1.52699
N  3.32919  0.23671  0.44753
O  -0.50787  1.69606  0.40725
O  -2.04797  0.31087  -1.17464
H  -0.80644  1.61627  -0.53350
H  -2.76810  0.89268  -0.87338
H  0.08940  0.36700  1.82608
H  -1.86798  -1.72985  -0.90662
H  0.69686  -1.42400  0.42761
H  3.51520  0.04700  -0.52932
H  3.37509  -0.60328  1.00935
H  2.24473  1.48278  1.68815
H  2.10482  1.84744  -0.05624
H  -3.77626  -0.85508  0.58962
H  -2.60051  0.04657  1.50894
H  -2.52460  -1.73217  1.49059
H  0.57935  0.57957  -1.92259
H  1.79636  -0.70055  -1.66300
H  0.17099  -1.11331  -2.14646

As for the energy relative to the best compared isomer or geometry (same formula, charge and spin): 5.193 eV. Its molar mass is 133.2 Da. As for the electronic energy: -442.69038 a.u. The calculation puts the HOMO energy at -6.47 eV.

# 10
Molecular formula: C6H15NO2
Method: DFT, ωB97M-V/def2-TZVPD

Element x y z (Å)
C  2.46677  0.22299  -0.25957
C  0.02970  0.49061  0.04830
C  0.78156  -0.70316  -0.17610
C  -2.11477  -0.25325  -1.53236
C  -2.08757  -1.34508  0.61743
C  -0.14579  1.05194  1.42977
N  -1.33232  -0.64142  -0.38745
O  2.45133  1.38962  -1.03950
O  3.29421  0.40432  0.86104
H  2.93172  1.12814  1.38921
H  3.35220  1.60410  -1.32128
H  3.00000  -0.55501  -0.82297
H  0.00340  1.21136  -0.76365
H  0.89495  -1.36788  0.67336
H  0.85300  -1.11982  -1.17189
H  -1.43122  -1.64311  1.43687
H  -2.91131  0.46278  -1.27317
H  -2.58332  -1.12342  -2.01228
H  -1.46437  0.20620  -2.28176
H  -2.90851  -0.73540  1.02915
H  -2.53695  -2.26068  0.20844
H  -0.20554  0.26607  2.18122
H  0.72002  1.66218  1.69215
H  -1.05718  1.64790  1.47505

As for the energy relative to the best compared isomer or geometry (same formula, charge and spin): 5.087 eV. Its molar mass is 133.2 Da. As for the electronic energy: -442.69426 a.u. The calculation puts the HOMO energy at -7.48 eV.

# 11
Molecular formula: C6H15NO2
Method: DFT, ωB97M-V/def2-TZVPD

Element x y z (Å)
C  -1.34340  -0.16586  0.10050
C  -0.80894  -1.48739  0.65998
C  -2.84913  -0.03481  0.34181
C  -1.09640  -0.13853  -1.42155
N  -0.28687  0.84459  -1.86880
O  -0.64109  0.94327  0.67860
O  -1.59789  -0.98327  -2.14331
H  -0.84972  0.98069  1.61809
H  0.17900  1.47948  -1.23511
H  -0.06072  0.86944  -2.84970
H  0.27006  -1.54567  0.51916
H  -1.02920  -1.55711  1.72766
H  -1.28019  -2.32618  0.15082
H  -3.38122  -0.82310  -0.18778
H  -3.06751  -0.11577  1.40943
H  -3.20508  0.93138  -0.01680
C  2.67496  -0.19101  -0.21744
C  2.65307  0.56970  1.01990
H  3.58823  1.08990  1.24074
H  3.15175  -1.16793  -0.21918
H  1.87751  -0.11908  -0.94110
H  2.53172  1.47049  -0.92920
H  2.45770  -0.05160  1.90245
H  2.11338  1.52834  0.66082

As for the energy relative to the best compared isomer or geometry (same formula, charge and spin): 5.024 eV. Its molar mass is 133.2 Da. As for the electronic energy: -442.69658 a.u. The calculation puts the HOMO energy (alpha / beta) at -8.82 / -9.02 eV.

# 12
Molecular formula: C6H15NO2
Method: DFT, ωB97M-V/def2-TZVPD

Element x y z (Å)
C  -1.13563  -1.93840  -0.12563
C  -1.32796  -0.47560  0.29833
N  -0.13766  0.13914  0.89610
C  -0.29472  1.59918  0.81592
C  1.19351  -0.34069  0.51495
C  2.29268  0.33976  1.32071
C  1.44242  -0.04995  -0.99850
O  0.55186  -0.17954  -1.80793
H  -2.03371  -2.41559  -0.54073
H  -0.78198  -2.52775  0.72268
H  -0.47462  -1.99137  -0.98973
H  -2.20169  -0.45540  0.94338
H  -1.75293  0.18738  -0.47086
H  -0.70200  1.99789  -0.11359
H  0.59788  2.10202  1.18024
H  -1.04356  1.81321  1.58922
H  1.32733  -1.42190  0.65641
H  2.99515  -0.32144  1.83331
H  2.99337  0.88654  0.65039
H  2.03186  1.14224  2.01196
H  2.45280  0.10074  -1.40128
O  -2.25444  0.32906  -2.41318
H  -2.37916  1.28190  -2.48451
H  -1.35878  0.19857  -2.08765

As for the energy relative to the best compared isomer or geometry (same formula, charge and spin): 2.768 eV. Its molar mass is 133.2 Da. The SMILES is CCN(C)[C@H](C)C=O.O. As for the electronic energy: -442.77949 a.u. The calculation puts the HOMO energy at -8.28 eV.